The following is a quantum chemistry calculation of a molecular structure, B5F20Sn in a non-equilibrium geometry, from the OMol25 dataset.

XYZ file:
```
26
Properties=species:S:1:pos:R:3:forces:R:3
Sn -1.300002 -0.668882 -0.624840 0.8 0.1 0.9
B -1.048700 5.352551 -1.213825 0.1 -0.5 1.3
F 0.153061 5.649188 -1.806749 0.6 -0.2 -0.9
F -0.837439 4.895575 0.080011 0.6 -0.3 1.4
F -1.814524 6.474867 -1.140673 -1.2 1.8 -0.3
F -1.804688 4.324208 -1.780096 -0.4 -0.9 -1.6
B -4.741844 -1.282582 3.524835 -0.3 0.7 -0.3
F -5.987963 -1.155487 4.109174 -1.0 -0.5 0.7
F -4.689601 -2.340712 2.626284 0.1 -1.5 -0.2
F -4.584238 -0.166272 2.729019 0.5 2.0 -1.4
F -3.740442 -1.281402 4.452491 0.8 -0.6 0.9
B 0.411618 -5.579385 -0.741363 1.2 -0.2 2.2
F 0.063331 -5.224020 0.558130 -1.7 -0.6 2.0
F 1.322080 -4.587653 -0.940601 2.1 1.5 -2.2
F 0.981806 -6.858136 -0.751976 -0.1 -0.2 -0.4
F -0.650232 -5.465179 -1.555365 -1.9 0.0 -1.8
B 3.262224 0.643789 -4.812346 -0.6 2.0 -0.6
F 4.410041 0.349354 -4.240984 3.5 -1.0 2.0
F 2.908498 1.961235 -4.446687 -0.7 0.3 0.3
F 3.447802 0.638554 -6.164259 -0.1 -0.1 -2.5
F 2.331441 -0.278480 -4.467176 -2.2 -1.4 0.7
B 2.401717 0.938635 3.331019 -1.1 -1.3 -1.5
F 3.124868 -0.027380 3.937776 1.7 -1.4 1.0
F 2.592003 2.150377 3.810297 0.8 3.0 1.4
F 2.733148 0.961763 1.940845 -0.6 -0.3 -0.3
F 1.056037 0.575474 3.587060 -1.1 -0.1 -0.8
```
Forces are in eV/Å.

Results
Total energy: -63588.7755 eV
Relative energy (zero: lowest compared OMol25 entry of this formula, charge and spin): 783.8 kJ/mol
Total charge: -3
F_max: 4.121 eV/A